1.
A single C19H18N4O3S molecule in a non-equilibrium geometry. Source: OMol25; level of theory: ωB97M-V with the def2-TZVPD basis set.

Highest occupied orbital energy (Eh): -0.289
Total energy (a.u.): -1577.67994
ΔE to the lowest compared entry with this formula, charge and spin (kcal/mol): 91.96
Gap between HOMO and LUMO (hartree): 0.281

ORCA input file:
```
! wB97M-V def2-TZVPD RIJCOSX def2/J DEFGRID3
* xyz 0 1
C -3.2120 -3.8409 2.5094
O -4.1388 -3.4097 1.5455
C -3.7390 -2.4746 0.6328
C -4.7128 -2.0531 -0.2757
C -4.4184 -1.1078 -1.2287
C -3.1390 -0.5555 -1.3100
O -2.9535 0.3675 -2.3065
C -1.7728 1.1289 -2.3076
C -1.6039 1.9486 -1.0724
N -2.4528 2.7722 -0.5353
N -1.9087 3.3065 0.5719
C -0.7048 2.8287 0.6887
N -0.4438 1.9436 -0.3312
N 0.6028 1.1093 -0.4695
C 1.7174 1.4076 0.0921
C 2.7948 0.4338 -0.0061
C 2.4968 -0.8989 -0.2981
C 3.4888 -1.8493 -0.4144
C 4.8250 -1.4856 -0.2488
O 5.8785 -2.3260 -0.3405
C 5.6465 -3.6839 -0.6398
C 5.1320 -0.1499 0.0333
C 4.1378 0.7910 0.1556
C 1.9292 2.7102 0.8129
S 0.4947 3.0941 1.9071
C -2.1669 -0.9826 -0.4201
C -2.4657 -1.9333 0.5474
H -3.7472 -4.5531 3.1357
H -2.3530 -4.3410 2.0488
H -2.8586 -3.0100 3.1291
H -5.6998 -2.4810 -0.2045
H -5.1666 -0.7709 -1.9276
H -0.8799 0.4988 -2.4335
H -1.8731 1.7877 -3.1763
H 1.4646 -1.1839 -0.4251
H 3.2146 -2.8690 -0.6328
H 6.6299 -4.1497 -0.6681
H 5.1618 -3.8019 -1.6136
H 5.0398 -4.1663 0.1324
H 6.1695 0.1203 0.1488
H 4.4135 1.8160 0.3496
H 2.7899 2.6809 1.4743
H 2.0316 3.5351 0.1021
H -1.1604 -0.5970 -0.4584
H -1.6841 -2.2344 1.2278
*
```

Here are the Mulliken charges for atoms 1 to 8, given in e:
1 C -0.800
2 O -0.449
3 C 0.649
4 C -0.578
5 C -0.546
6 C -0.042
7 O -0.424
8 C -0.421

=====

2.
A single CH4N2S molecule in a non-equilibrium geometry. Source: OMol25; level of theory: ωB97M-V with the def2-TZVPD basis set.

Highest occupied orbital energy (Eh): -0.304
Total energy (a.u.): -548.20594
ΔE to the lowest compared entry with this formula, charge and spin (kcal/mol): 3.71
Gap between HOMO and LUMO (hartree): 0.331

ORCA input file:
```
! wB97M-V def2-TZVPD RIJCOSX def2/J DEFGRID3
* xyz 0 1
N -0.2773 -0.6630 -0.9904
C 0.3516 0.1024 -0.0571
N -0.4216 0.5494 1.0258
S 1.9672 0.4698 -0.2229
H 0.3030 -1.2301 -1.6120
H -1.2085 -0.3478 -1.3479
H -0.7530 -0.1512 1.6703
H 0.0385 1.2705 1.5342
*
```

Charges per atom according to Mulliken partitioning, unit e:
1 N -0.430
2 C 0.330
3 N -0.508
4 S -0.369
5 H 0.235
6 H 0.243
7 H 0.239
8 H 0.259

=====

3.
4 unconnected molecules or ions with the total composition C9H12BrO9 in a non-equilibrium geometry. Source: OMol25; level of theory: ωB97M-V with the def2-TZVPD basis set.

Highest occupied orbital energy (Eh): -0.184
Total energy (a.u.): -3601.47753
Gap between HOMO and LUMO (hartree): 0.284

ORCA input file:
```
! wB97M-V def2-TZVPD RIJCOSX def2/J DEFGRID3
* xyz -1 1
Br 2.4791 -0.2369 0.7065
C -0.6783 2.5692 2.0331
C 0.3101 2.7564 0.8763
O 0.6374 4.1570 0.9411
C -0.1251 4.7724 1.8685
O -0.0581 5.9343 2.1280
O -0.9694 3.9073 2.4580
H -0.1830 2.0726 2.8683
H -1.5619 2.0099 1.7436
H -0.1673 2.5953 -0.0909
H 1.1818 2.1207 0.9847
C -0.9010 -3.4920 1.4423
C -0.3346 -2.1647 1.9777
O -1.1431 -1.1827 1.3085
C -1.8824 -1.7619 0.3457
O -2.5919 -1.1701 -0.4056
O -1.7259 -3.1011 0.3551
H -1.4072 -4.0957 2.1988
H -0.1088 -4.1321 1.0496
H 0.7050 -2.0355 1.6875
H -0.4872 -2.0223 3.0435
C 0.1166 -1.1985 -2.5071
C 0.7788 0.1780 -2.6152
O 2.0137 -0.1231 -3.3174
C 1.9347 -1.3489 -3.8578
O 2.7401 -1.8148 -4.6025
O 0.8170 -1.9933 -3.4516
H -0.9412 -1.1146 -2.7469
H 0.2439 -1.5898 -1.4987
H 1.0324 0.6131 -1.6533
H 0.2756 0.8915 -3.2699
*
```

Here are the Mulliken charges for atoms 1 to 8, given in e:
1 Br -0.832
2 C -0.108
3 C 0.304
4 O -0.384
5 C 0.625
6 O -0.563
7 O -0.368
8 H 0.221

=====

4.
A single C32H27F4N5O3 molecule. Source: OMol25; level of theory: ωB97M-V with the def2-TZVPD basis set.

Highest occupied orbital energy (Eh): -0.328
Total energy (a.u.): -2134.66174
ΔE to the lowest compared entry with this formula, charge and spin (kcal/mol): 7.61
Gap between HOMO and LUMO (hartree): 0.327

ORCA input file:
```
! wB97M-V def2-TZVPD RIJCOSX def2/J DEFGRID3
* xyz 0 1
C 3.3710 3.4063 -6.4686
C 4.2459 3.2548 -5.2285
O 4.2198 1.9399 -4.7037
C 3.1463 1.5047 -4.0054
C 3.1664 0.1499 -3.6581
C 2.1459 -0.4088 -2.9226
C 1.0849 0.3836 -2.5024
N -0.0054 -0.1762 -1.7696
C -0.2861 0.2110 -0.4899
C 0.7947 0.9282 0.3030
C 0.5553 2.4369 0.4343
N 1.0180 0.2508 1.5736
C 2.0008 -0.8239 1.5060
C 1.4999 -1.9731 0.6752
C 2.2735 -2.5547 -0.3202
C 1.7345 -3.5770 -1.0868
C 0.4283 -3.9651 -0.8375
N -0.3099 -3.4378 0.1261
C 0.2175 -2.4853 0.8706
C 0.3175 0.3529 2.7439
O 0.6864 -0.2466 3.7329
C -0.9268 1.2315 2.7801
C -1.8759 0.6510 3.7887
C -2.8827 -0.2136 3.3735
C -3.7321 -0.7952 4.2969
C -3.5694 -0.5139 5.6406
F -4.3995 -1.0768 6.5345
C -2.5646 0.3431 6.0768
C -2.4152 0.6332 7.5435
F -1.4146 1.4904 7.8004
F -3.5211 1.1920 8.0698
F -2.1644 -0.4659 8.2709
C -1.7174 0.9195 5.1404
N -1.3799 -0.0729 0.1185
C -2.2869 -0.8968 -0.4770
N -3.4002 -1.1517 0.2085
C -4.2538 -2.0113 -0.2991
C -4.0689 -2.6723 -1.5142
C -2.9326 -2.3981 -2.2445
C -2.0153 -1.4832 -1.7273
C -0.8132 -1.1043 -2.4558
O -0.5017 -1.4990 -3.5567
C 1.0380 1.7202 -2.8675
C 2.0623 2.2839 -3.6068
H 3.4650 4.4147 -6.8616
H 3.6885 2.6993 -7.2307
H 2.3266 3.2126 -6.2367
H 3.9683 3.9848 -4.4585
H 5.2946 3.4164 -5.4918
H 3.9994 -0.4478 -3.9914
H 2.1559 -1.4585 -2.6812
H 1.7329 0.8009 -0.2524
H -0.4967 2.6795 0.5363
H 0.9405 2.9393 -0.4495
H 1.0941 2.8131 1.2995
H 2.1673 -1.1542 2.5363
H 2.9438 -0.4402 1.1022
H 3.2855 -2.2115 -0.4906
H 2.3107 -4.0530 -1.8653
H -0.0520 -4.7351 -1.4258
H -0.4158 -2.0993 1.6590
H -1.4011 1.2315 1.8044
H -0.6321 2.2393 3.0760
H -3.0038 -0.4362 2.3220
H -4.5169 -1.4680 3.9913
H -0.9260 1.5719 5.4748
H -5.1396 -2.1886 0.2970
H -4.8045 -3.3766 -1.8683
H -2.7301 -2.8609 -3.1991
H 0.1837 2.3202 -2.5903
H 1.9927 3.3266 -3.8721
*
```

Here are the Mulliken charges for atoms 1 to 8, given in e:
1 C -1.025
2 C -0.402
3 O -0.486
4 C 0.833
5 C -0.949
6 C -0.211
7 C -1.278
8 N 0.793

=====

- Which of these has the highest total energy?
  CH4N2S

=====

- Among the records above, which one has the lowest total energy?
  C9H12BrO9

=====

- Number 1 is which compound?
  C19H18N4O3S

=====

- Look up the highest occupied orbital energy of the second one.
  -0.304 Eh